{
  "formula": "C2H2FO3S",
  "method": "wB97M-V/def2-TZVPD",
  "total_charge": -1,
  "multiplicity": 1,
  "de_lowest_kcal_mol": 111.4,
  "e_tot_ha": -801.063378,
  "elements": ["C", "C", "O", "O", "O", "F", "S", "H", "H"],
  "xyz": [[1.1074, -0.1780, -0.6026], [0.4371, 1.5819, 0.8333], [1.8920, 3.2693, 3.9062], [0.8488, 1.4107, 1.9874], [-0.4547, 3.6787, 3.3544], [-0.0616, 2.7764, 0.5088], [0.9138, 3.3938, 2.8559], [0.9541, 0.2674, -1.6429], [0.2543, -0.7527, -0.4439]]
}